The following is a quantum chemistry calculation of 11 unconnected molecules or ions with the total composition C33H77N11O11 in a non-equilibrium geometry, from the Open Molecules 2025 dataset.

## Properties
LUMO level, eV: 0.200
Gap between HOMO and LUMO, hartree: 0.3238
SMILES: CN(C)C=O.CN(C)C=O.CN(C)C=O.CN(C)C=O.CN(C)C=O.CN(C)C=O.CN(C)C=O.CN(C)C=O.CN(C)C=O.CN(C)C=O.CN(C)C=O
Net charge: 0
HOMO level, eV: -8.6
Relative energy (zero: lowest compared OMol25 entry of this formula, charge and spin), kJ/mol: 815.2

```
132
Properties=species:S:1:pos:R:3:forces:R:3
C 3.671 -0.186 -3.921 0.556 -0.145 -0.458
N 2.243 -0.113 -4.113 0.762 0.358 1.255
C 1.718 0.115 -5.424 -0.154 0.509 -0.367
C 1.477 -0.658 -3.131 -0.260 -0.284 -1.204
O 0.311 -0.970 -3.310 -0.066 0.379 0.447
H 4.052 -1.132 -4.325 0.124 0.001 0.103
H 3.937 -0.117 -2.867 -0.115 -0.049 0.005
H 4.196 0.608 -4.455 -0.193 0.135 0.034
H 1.903 -0.753 -6.065 -0.717 -0.102 -0.023
H 0.692 0.448 -5.277 -0.264 -0.755 -0.497
H 2.176 0.953 -5.957 0.482 0.053 0.477
H 2.041 -0.841 -2.205 -0.186 0.070 0.151
C 0.911 -3.920 4.098 -0.952 -0.041 1.023
N -0.281 -3.735 4.960 0.832 -1.437 -1.170
C -0.833 -2.413 4.988 -0.229 0.810 0.418
C -0.649 -4.689 5.852 0.057 0.828 -0.176
O -1.480 -4.513 6.718 -0.164 -0.318 0.141
H 0.661 -3.734 3.066 0.012 0.724 0.000
H 1.337 -4.924 4.038 -0.350 -0.209 0.739
H 1.638 -3.260 4.564 0.437 0.108 -0.714
H -0.301 -1.787 5.717 -0.234 -0.116 0.351
H -0.744 -1.829 4.068 0.177 -0.810 -0.082
H -1.889 -2.488 5.242 0.064 0.156 0.260
H -0.089 -5.628 5.706 -0.093 -0.062 0.062
C -0.775 4.642 -3.201 -0.305 -0.951 -0.423
N 0.290 4.282 -2.295 0.551 0.334 -0.198
C 1.329 3.423 -2.833 -0.644 -0.401 -1.247
C 0.467 4.883 -1.100 0.399 -0.247 -0.332
O 1.424 4.668 -0.377 -0.474 0.318 0.217
H -1.449 5.414 -2.838 0.339 0.159 0.244
H -1.388 3.750 -3.360 -0.083 0.034 -0.123
H -0.388 4.904 -4.187 0.130 0.297 0.104
H 2.079 3.154 -2.104 -0.148 0.079 0.142
H 0.862 2.544 -3.292 -0.078 -0.349 0.607
H 1.784 3.840 -3.739 0.294 0.628 0.356
H -0.367 5.578 -0.910 0.138 0.095 0.477
C -2.966 -1.402 -4.248 0.317 -0.642 1.339
N -2.979 -0.672 -5.469 -0.867 1.673 -0.582
C -4.014 0.374 -5.560 -1.229 -0.898 -0.311
C -2.021 -0.649 -6.413 1.218 0.458 0.689
O -1.947 0.155 -7.327 -0.361 -0.377 -0.054
H -2.832 -0.747 -3.379 -0.096 0.282 -0.145
H -2.145 -2.109 -4.125 0.082 0.008 -0.672
H -3.894 -1.949 -4.066 -0.064 -0.003 -0.290
H -4.862 -0.016 -6.135 0.015 -0.124 -0.075
H -4.454 0.568 -4.582 0.437 0.140 0.172
H -3.771 1.293 -6.086 0.806 -0.099 0.228
H -1.183 -1.322 -6.168 -0.174 -0.380 -0.212
C 6.495 0.439 -0.898 1.796 0.681 -1.174
N 5.151 0.892 -0.688 -0.184 -1.430 0.395
C 4.761 2.186 -1.189 0.112 0.210 -0.779
C 4.313 0.063 -0.014 -1.250 0.301 -0.061
O 3.143 0.307 0.231 0.023 0.226 -0.168
H 7.242 1.139 -0.508 -0.219 -0.103 0.688
H 6.840 0.427 -1.943 -0.834 0.076 -0.341
H 6.744 -0.575 -0.594 -0.587 0.077 0.648
H 5.433 2.935 -0.772 -0.222 0.230 -0.019
H 4.826 2.215 -2.284 0.550 -0.116 -0.024
H 3.715 2.447 -1.057 0.064 -0.311 0.968
H 4.699 -0.922 0.279 0.607 0.135 -0.060
C 0.097 1.436 -0.435 0.350 0.893 -0.052
N -0.635 0.565 0.445 -0.224 -0.987 -0.026
C -1.776 -0.089 -0.225 0.825 0.310 0.278
C -0.096 0.110 1.600 0.574 -0.494 -0.893
O -0.579 -0.749 2.325 0.001 0.477 -0.102
H 0.978 1.789 0.099 -0.212 0.562 -0.086
H -0.586 2.207 -0.806 0.195 0.488 0.595
H 0.481 1.067 -1.392 -0.138 -1.134 0.349
H -2.637 0.580 -0.242 -0.037 -0.038 -0.165
H -1.343 -0.282 -1.207 -0.747 -0.146 -0.321
H -2.048 -1.033 0.237 0.076 0.117 0.214
H 0.929 0.462 1.785 -0.144 0.471 -0.039
C -1.047 -3.986 0.627 2.672 -1.251 -0.374
N -0.633 -4.201 -0.764 -0.274 0.383 0.111
C -1.072 -3.227 -1.736 -0.366 0.753 -0.137
C 0.111 -5.274 -1.126 -0.356 0.960 -0.284
O 0.307 -5.570 -2.289 0.443 -0.444 0.174
H -0.132 -4.060 1.219 0.196 0.015 0.129
H -1.626 -4.840 0.979 -0.896 0.617 0.014
H -1.337 -2.971 0.812 -0.453 -0.084 -0.364
H -0.587 -2.253 -1.663 0.384 -0.179 0.559
H -0.866 -3.481 -2.772 -0.190 -0.706 0.154
H -2.129 -2.996 -1.573 -0.169 -0.319 -0.279
H 0.539 -5.779 -0.244 -0.068 -0.331 -0.159
C 3.922 -1.581 4.233 0.499 -0.255 0.283
N 3.650 -2.566 3.201 -0.707 0.419 0.376
C 4.346 -3.860 3.198 0.257 1.344 -1.142
C 2.560 -2.427 2.401 0.778 -0.111 0.366
O 2.279 -3.234 1.536 -0.224 0.016 -0.421
H 3.664 -1.988 5.215 0.010 0.084 0.112
H 3.432 -0.619 4.086 -0.286 -0.285 -0.324
H 4.984 -1.325 4.241 0.073 -0.176 0.030
H 4.891 -4.048 4.118 -0.334 0.034 0.189
H 3.630 -4.623 2.904 0.134 -0.206 0.224
H 5.074 -3.740 2.391 0.231 -0.703 0.048
H 1.931 -1.565 2.676 0.149 0.112 -0.308
C 0.232 3.296 4.110 -0.024 0.632 -0.124
N 1.214 2.240 4.105 -0.898 -0.684 0.152
C 1.074 1.210 5.112 0.011 -0.174 0.123
C 2.255 2.199 3.258 0.712 0.466 0.085
O 3.209 1.439 3.355 -0.419 -0.055 -0.145
H -0.820 3.007 4.160 0.180 -0.763 -0.209
H 0.347 3.874 3.192 0.078 0.247 0.173
H 0.356 3.922 4.998 0.260 0.240 -0.166
H 1.613 0.320 4.795 0.141 0.095 0.102
H 1.454 1.560 6.075 0.029 -0.135 0.051
H 0.029 0.921 5.223 -0.053 0.200 -0.036
H 2.219 2.979 2.482 -0.099 -0.008 -0.068
C -3.975 5.988 -1.327 0.894 -1.259 0.352
N -4.319 4.586 -0.998 0.213 1.829 -1.922
C -3.888 3.637 -2.019 0.587 -1.007 0.923
C -4.813 4.275 0.211 -0.446 -1.374 -0.096
O -5.129 3.142 0.516 0.156 0.442 0.254
H -4.106 6.178 -2.391 -0.396 0.011 0.046
H -2.897 6.039 -1.145 0.029 0.738 0.078
H -4.516 6.711 -0.725 -0.015 -0.072 0.045
H -4.502 2.740 -2.059 -0.484 0.317 -0.096
H -3.727 4.086 -2.996 -0.681 0.278 0.023
H -2.899 3.220 -1.789 0.118 0.153 0.362
H -4.912 5.149 0.876 -0.100 -0.022 0.010
C -5.295 -1.896 1.441 -0.504 0.565 -0.307
N -4.127 -1.405 2.166 0.780 -0.705 -0.862
C -3.054 -2.386 2.247 0.059 -1.135 2.748
C -3.889 -0.123 2.512 -0.411 1.200 -0.470
O -4.688 0.792 2.439 -0.300 -0.313 0.105
H -5.943 -2.577 1.996 0.504 -0.309 0.302
H -4.945 -2.371 0.524 -0.019 -0.276 0.071
H -6.002 -1.133 1.114 0.514 0.578 0.267
H -2.035 -2.090 2.533 -0.829 1.023 -0.711
H -3.258 -2.989 3.146 -0.325 -0.430 -0.178
H -2.938 -3.115 1.464 -0.979 0.439 -0.544
H -2.859 0.129 2.810 0.108 -0.750 0.178
```
Forces are in eV/Å.